# 1
{"formula": "C22H26N5OSSr", "method": "ωB97M-V/def2-TZVPD", "elements": ["Sr", "S", "O", "N", "N", "N", "N", "N", "C", "C", "C", "C", "C", "C", "C", "C", "C", "C", "C", "C", "C", "C", "C", "C", "C", "C", "C", "C", "C", "C", "H", "H", "H", "H", "H", "H", "H", "H", "H", "H", "H", "H", "H", "H", "H", "H", "H", "H", "H", "H", "H", "H", "H", "H", "H", "H"], "positions_angstrom": [[0.317, -0.299, -0.166], [1.439, 2.073, 1.026], [-1.565, 0.475, -0.186], [0.442, -0.526, -2.597], [0.405, -1.746, 1.837], [-0.985, 2.970, 0.324], [0.099, 4.274, 1.732], [0.857, -2.483, -0.758], [1.070, 4.737, 2.676], [1.172, -4.753, -0.121], [0.419, -1.022, -5.312], [-0.305, 0.044, 3.287], [0.911, -2.821, -2.044], [0.111, 0.232, -4.826], [0.262, -1.318, 3.086], [-0.133, 1.801, -2.886], [1.227, -3.335, 3.945], [0.127, 3.132, 1.040], [1.253, -5.119, -1.451], [-1.922, 4.053, 0.566], [0.656, -2.099, 4.177], [1.352, -3.779, 2.638], [0.915, -2.958, 1.599], [-2.906, 0.217, -0.441], [0.154, 0.452, -3.448], [0.988, -3.404, 0.194], [0.694, -1.758, -3.047], [1.131, -4.146, -2.426], [0.716, -2.033, -4.414], [-1.154, 4.977, 1.532], [-3.247, -0.682, 0.095], [-0.997, 0.280, 2.477], [0.431, -1.218, -6.372], [-1.292, 1.992, 0.051], [1.243, -5.505, 0.646], [0.957, -3.013, -4.788], [0.512, 0.771, 3.265], [1.436, 5.727, 2.392], [-0.806, 0.125, 4.250], [1.900, 4.034, 2.700], [1.204, -4.429, -3.461], [-0.957, 5.967, 1.108], [0.533, -1.732, 5.184], [-0.404, 2.495, -3.679], [-0.952, 1.727, -2.171], [-1.666, 5.108, 2.492], [1.408, -6.151, -1.724], [-0.151, 1.036, -5.496], [0.741, 2.187, -2.357], [-3.083, 0.052, -1.514], [1.798, -4.740, 2.441], [-3.540, 1.057, -0.126], [1.576, -3.950, 4.762], [-2.154, 4.551, -0.381], [-2.857, 3.679, 0.996], [0.619, 4.795, 3.672]], "spin_multiplicity": 1, "homo_lumo_gap_ev": 7.8, "total_charge": 1}


# 2
{"formula": "C5H12NS", "method": "ωB97M-V/def2-TZVPD", "elements": ["S", "N", "C", "C", "C", "C", "C", "H", "H", "H", "H", "H", "H", "H", "H", "H", "H", "H", "H"], "positions_angstrom": [[2.282, 0.195, 0.445], [-1.192, 0.483, 0.440], [-2.405, -0.027, -0.146], [2.348, 1.610, -0.744], [1.133, -0.873, -0.091], [0.950, -2.166, 0.633], [-1.307, 1.490, 1.193], [3.174, 2.085, -0.144], [1.381, -3.054, 0.170], [2.624, 1.200, -1.698], [-2.078, -0.207, -1.219], [-2.235, 1.897, 1.483], [-3.182, 0.661, -0.141], [-0.025, -2.475, 1.138], [-2.841, -0.755, 0.488], [0.650, -0.614, -1.031], [1.690, -1.924, 1.486], [1.413, 2.215, -0.716], [-0.485, 2.052, 1.617]], "spin_multiplicity": 1, "homo_lumo_gap_ev": 8.4, "total_charge": 1}


# 3
{"formula": "C2H10N4", "method": "ωB97M-V/def2-TZVPD", "elements": ["N", "N", "N", "N", "C", "C", "H", "H", "H", "H", "H", "H", "H", "H", "H", "H"], "positions_angstrom": [[1.676, 0.862, -0.805], [-2.158, 0.960, 1.000], [-2.359, -0.681, -0.606], [1.866, -1.058, 0.689], [-1.573, 0.079, 0.164], [1.330, 0.309, 0.552], [-1.509, 1.587, 1.416], [1.335, 0.236, -1.681], [1.224, 1.738, -0.973], [1.152, -1.637, 0.925], [2.519, -0.957, 1.422], [-3.371, -0.748, -0.726], [-3.102, 1.196, 0.905], [2.291, -1.501, -0.148], [-1.954, -1.378, -1.266], [2.632, 0.994, -0.869]], "spin_multiplicity": 1, "homo_lumo_gap_ev": [7.1, 9.4], "total_charge": 2}


# 4
{"formula": "C5H7NO", "method": "ωB97M-V/def2-TZVPD", "elements": ["O", "N", "C", "C", "C", "C", "C", "H", "H", "H", "H", "H", "H", "H"], "positions_angstrom": [[1.692, -1.728, 1.382], [0.929, 0.094, -0.767], [-1.689, 0.736, 1.940], [0.600, 0.668, -2.089], [-0.257, -0.404, -1.560], [-0.414, 0.180, -0.255], [-1.054, 0.464, 0.830], [1.108, -1.193, 1.931], [1.329, 0.401, -2.850], [-2.140, 1.711, 2.115], [-1.785, -0.005, 2.732], [0.226, 1.690, -2.124], [-0.362, -1.434, -1.876], [1.815, -1.179, 0.592]], "spin_multiplicity": 1, "smiles": "C=C=C1[C@H]2CN12.O", "homo_lumo_gap_ev": 10.4}


# 5
{"formula": "C2H11NO2", "method": "ωB97M-V/def2-TZVPD", "elements": ["O", "O", "N", "C", "C", "H", "H", "H", "H", "H", "H", "H", "H", "H", "H", "H"], "positions_angstrom": [[0.300, 3.893, 1.252], [-6.136, 0.310, -2.190], [1.475, -1.723, 0.009], [0.868, -1.469, 1.321], [2.479, -0.692, -0.278], [1.949, -2.616, 0.034], [-0.022, -2.077, 1.430], [0.919, 3.782, 0.516], [0.589, -0.419, 1.372], [-0.466, 3.367, 0.997], [1.931, 0.184, -0.640], [1.557, -1.731, 2.131], [3.101, -0.397, 0.564], [-5.640, -0.437, -2.541], [3.119, -0.965, -1.117], [-6.024, 0.990, -2.862]], "spin_multiplicity": 1, "smiles": "CNC.O.O", "homo_lumo_gap_ev": 9.7}


# 6
{"formula": "C5H12NO2", "method": "ωB97M-V/def2-TZVPD", "elements": ["O", "O", "N", "C", "C", "C", "C", "C", "H", "H", "H", "H", "H", "H", "H", "H", "H", "H", "H", "H"], "positions_angstrom": [[-0.189, -0.107, 3.981], [1.228, 0.329, -3.323], [-1.097, -0.345, 1.850], [-0.419, 0.121, -1.544], [-0.535, 0.597, 2.905], [0.184, 0.438, -0.225], [0.530, -0.579, -2.521], [-0.145, -0.580, 0.881], [0.789, -0.938, 1.296], [-0.149, 1.415, 0.197], [1.538, 1.118, -2.906], [-1.414, -0.222, -1.480], [1.276, 0.320, -0.244], [1.280, -1.186, -1.994], [-1.343, 1.269, 3.047], [-1.303, -1.131, 2.528], [-0.570, 1.163, -2.086], [0.197, -1.288, -3.360], [0.386, 1.130, 2.636], [-0.243, -1.524, 0.359]], "spin_multiplicity": 1, "smiles": "[O-]CNCCCCO", "homo_lumo_gap_ev": 5.6, "total_charge": -1}


# 7
{"formula": "C43H46F2N4O3STi", "method": "ωB97M-V/def2-TZVPD", "elements": ["Ti", "S", "F", "F", "O", "O", "O", "N", "N", "N", "N", "C", "C", "C", "C", "C", "C", "C", "C", "C", "C", "C", "C", "C", "C", "C", "C", "C", "C", "C", "C", "C", "C", "C", "C", "C", "C", "C", "C", "C", "C", "C", "C", "C", "C", "C", "C", "C", "C", "C", "C", "C", "C", "C", "H", "H", "H", "H", "H", "H", "H", "H", "H", "H", "H", "H", "H", "H", "H", "H", "H", "H", "H", "H", "H", "H", "H", "H", "H", "H", "H", "H", "H", "H", "H", "H", "H", "H", "H", "H", "H", "H", "H", "H", "H", "H", "H", "H", "H", "H"], "positions_angstrom": [[1.229, -0.349, -0.791], [-0.176, 4.052, -1.293], [2.682, -1.228, -3.146], [0.484, -1.220, -3.221], [1.125, -2.149, -0.903], [1.337, -0.692, 1.155], [0.639, 4.749, -0.263], [0.333, -2.787, 2.491], [1.818, 1.559, -0.207], [3.460, -0.596, -0.578], [-1.010, -4.282, -1.315], [1.018, 2.249, 3.300], [3.700, -5.329, -1.612], [4.170, -4.104, -1.138], [3.337, -3.013, -0.919], [4.650, -6.478, -1.810], [-0.100, 5.093, -2.790], [-1.872, -0.593, 0.839], [-4.566, 4.367, 0.000], [0.372, 0.318, 4.536], [-1.907, 0.114, -0.391], [0.218, 2.570, 5.654], [1.253, 1.468, 2.156], [0.241, -1.883, 3.499], [-4.341, 0.249, -0.083], [1.083, 0.066, 2.200], [-0.418, -4.022, 2.470], [-2.150, 1.613, -2.723], [-3.609, 3.664, 0.727], [3.913, 1.608, -1.526], [-4.258, -0.432, 1.098], [-4.157, 5.073, -1.128], [-0.890, 1.185, -2.261], [0.612, -0.528, 3.424], [-6.008, 4.367, 0.422], [1.733, 2.099, 0.962], [-3.000, -0.860, 1.563], [4.322, 0.574, -0.472], [0.087, -4.663, -1.908], [0.554, 1.686, 4.484], [-2.290, 3.630, 0.312], [-3.285, 1.281, -2.046], [3.999, -1.744, -0.645], [1.446, -4.394, -1.586], [-1.137, -3.722, 0.032], [2.359, -5.429, -1.884], [-1.904, 4.314, -0.832], [-0.711, 0.402, -1.136], [1.580, -0.390, -2.900], [-0.437, -4.614, 1.070], [-2.835, 5.051, -1.546], [-3.187, 0.546, -0.846], [1.935, -3.148, -1.098], [2.559, 2.304, -1.221], [2.725, 3.328, -0.880], [-0.784, 4.682, -3.532], [0.595, -4.782, 0.761], [-6.318, 5.364, 0.737], [-3.910, 3.124, 1.616], [1.105, 3.072, 6.043], [3.859, 1.098, -2.489], [-4.261, 1.581, -2.410], [1.170, 3.321, 3.247], [-1.438, -3.839, 2.827], [0.006, -0.139, 5.448], [5.369, 0.300, -0.631], [4.121, -7.382, -2.103], [5.388, -6.243, -2.579], [4.232, 0.994, 0.533], [-2.557, 5.618, -2.423], [2.057, 3.134, 1.086], [-6.168, 3.682, 1.253], [-0.340, 6.125, -2.546], [-1.872, -4.579, -1.750], [1.966, -6.356, -2.287], [0.922, 5.027, -3.158], [-5.144, -0.630, 1.687], [-0.041, 1.491, -2.860], [-0.716, -2.722, 0.037], [-0.076, -5.358, -2.726], [-2.210, 2.184, -3.642], [5.235, -3.982, -0.978], [-1.549, 3.072, 0.875], [-4.882, 5.644, -1.694], [-0.213, -2.239, 4.417], [-2.199, -3.640, 0.258], [5.191, -6.677, -0.885], [0.788, -2.465, 1.650], [0.047, -4.748, 3.146], [-0.227, 1.993, 6.463], [1.962, 2.345, -2.134], [-0.491, 3.339, 5.347], [1.618, 0.329, -3.727], [4.695, 2.364, -1.592], [-2.931, -1.392, 2.505], [5.088, -1.822, -0.565], [-6.653, 4.070, -0.406], [-0.913, -0.902, 1.227], [-5.302, 0.593, -0.448], [-0.939, -5.583, 1.104]], "spin_multiplicity": 2, "homo_lumo_gap_ev": [3.8, 6.0], "total_charge": 1}


# 8
{"formula": "C5H10O2", "method": "ωB97M-V/def2-TZVPD", "elements": ["O", "O", "C", "C", "C", "C", "C", "H", "H", "H", "H", "H", "H", "H", "H", "H", "H"], "positions_angstrom": [[-2.400, -1.133, -1.066], [0.408, 0.368, 0.228], [-1.543, 1.690, 0.496], [-0.997, 0.281, 0.313], [2.426, -0.786, -0.275], [1.063, -0.883, 0.379], [-1.525, -0.308, -0.987], [-2.634, 1.680, 0.576], [-1.319, -0.367, 1.141], [-1.121, 2.122, 1.408], [2.973, -1.727, -0.160], [2.312, -0.580, -1.344], [0.477, -1.688, -0.092], [-1.258, 2.322, -0.351], [3.012, 0.023, 0.172], [1.148, -1.123, 1.450], [-1.021, 0.109, -1.889]], "spin_multiplicity": 1, "smiles": "CCO[C@@H](C)C=O", "homo_lumo_gap_ev": 10.7}


# 9
{"formula": "C20H31N5", "method": "ωB97M-V/def2-TZVPD", "elements": ["N", "N", "N", "N", "N", "C", "C", "C", "C", "C", "C", "C", "C", "C", "C", "C", "C", "C", "C", "C", "C", "C", "C", "C", "C", "H", "H", "H", "H", "H", "H", "H", "H", "H", "H", "H", "H", "H", "H", "H", "H", "H", "H", "H", "H", "H", "H", "H", "H", "H", "H", "H", "H", "H", "H", "H"], "positions_angstrom": [[0.989, 2.119, 3.941], [0.857, 1.601, -0.745], [0.949, -5.233, -3.362], [-4.458, 1.819, -2.790], [-1.493, 0.743, 1.909], [-2.091, 1.650, 1.064], [2.347, 3.190, -1.102], [2.533, -3.273, -2.709], [-2.508, 0.968, -0.041], [-2.145, -0.696, -3.862], [-3.796, 0.799, -5.097], [-2.135, -0.401, 0.121], [0.600, -2.318, -1.279], [-2.427, 0.157, -5.093], [-1.519, -0.499, 1.348], [2.349, 2.310, -2.220], [1.415, 2.726, -0.211], [-4.170, 1.369, -3.803], [1.406, 1.348, -1.965], [1.187, 1.332, 6.430], [1.668, -4.386, -3.073], [1.777, -0.066, 6.568], [1.081, 1.772, 5.034], [2.088, -2.576, -1.407], [1.917, -0.502, 8.024], [-2.855, -1.529, -3.876], [-0.967, 1.002, 2.728], [2.975, 4.056, -0.971], [1.108, 0.497, -2.555], [2.334, 0.283, 8.652], [-1.148, -1.128, -3.853], [-4.569, 0.067, -5.361], [3.565, -3.595, -2.591], [0.093, -3.278, -1.140], [-2.227, -0.415, -6.001], [2.583, -1.366, 8.062], [0.068, 1.120, -0.344], [1.151, -0.776, 6.023], [0.961, -0.841, 8.422], [-2.280, -1.152, -0.637], [1.764, 2.085, 6.968], [2.437, -3.146, -0.540], [-1.026, -1.353, 1.781], [0.115, -1.896, -2.162], [-2.286, -0.107, -2.956], [1.095, 3.100, 0.746], [-2.157, 2.693, 1.316], [2.948, 2.424, -3.107], [-3.863, 1.595, -5.840], [0.165, 1.347, 6.821], [2.487, -2.547, -3.523], [2.675, -1.656, -1.323], [-3.022, 1.394, -0.887], [-1.674, 0.956, -5.161], [2.741, -0.112, 6.056], [0.388, -1.674, -0.429]], "spin_multiplicity": 1, "smiles": "c1cc[nH]c1.c1cc[nH]c1.CCCC#N.CCCC#N.CCCC#N", "homo_lumo_gap_ev": 8.4}


# 10
{"formula": "C27H27BrN4O4Ti", "method": "ωB97M-V/def2-TZVPD", "elements": ["Br", "Ti", "O", "O", "O", "O", "N", "N", "N", "N", "C", "C", "C", "C", "C", "C", "C", "C", "C", "C", "C", "C", "C", "C", "C", "C", "C", "C", "C", "C", "C", "C", "C", "C", "C", "C", "C", "H", "H", "H", "H", "H", "H", "H", "H", "H", "H", "H", "H", "H", "H", "H", "H", "H", "H", "H", "H", "H", "H", "H", "H", "H", "H", "H"], "positions_angstrom": [[-0.826, 2.919, 0.484], [0.147, 0.448, 0.436], [0.561, -1.438, 0.262], [0.780, 0.935, 2.111], [-0.033, -3.980, -0.175], [-0.030, 0.704, -1.320], [2.547, -0.655, -0.586], [-2.059, -1.434, -1.651], [-1.844, -0.274, 1.082], [2.151, 0.412, 0.128], [1.946, -2.911, -1.089], [2.606, -5.415, -2.201], [3.438, -4.320, -2.399], [-4.684, -2.754, 1.301], [1.657, -1.619, -0.478], [-3.755, -1.753, 1.655], [1.443, -5.262, -1.460], [-2.915, -0.176, 3.270], [0.274, 1.268, -2.561], [3.109, -3.094, -1.853], [-2.781, -1.275, 0.711], [3.575, 3.299, 1.914], [1.611, 1.931, 2.402], [3.014, 1.380, 0.455], [-4.690, -3.297, 0.039], [1.448, 2.669, 3.570], [1.420, 2.284, -2.455], [-3.803, -1.202, 2.956], [2.309, 3.709, 3.909], [2.726, 2.236, 1.549], [0.698, 0.151, -3.529], [-2.000, 0.240, 2.342], [-0.978, 1.971, -3.100], [3.373, 4.027, 3.072], [-2.860, -1.828, -0.605], [1.102, -4.037, -0.900], [-3.794, -2.830, -0.903], [1.519, 2.836, -3.394], [-0.797, 2.336, -4.115], [-5.401, -4.073, -0.225], [-0.143, -3.045, 0.119], [4.048, 4.837, 3.328], [3.984, 1.417, -0.035], [-1.571, -0.560, -1.608], [-2.344, -1.743, -2.561], [-1.337, 1.043, 2.619], [1.218, 2.986, -1.645], [-2.938, 0.302, 4.241], [0.617, 2.415, 4.218], [4.347, -4.430, -2.980], [-3.799, -3.231, -1.911], [0.777, -6.101, -1.294], [2.145, 4.272, 4.821], [-1.234, 2.806, -2.448], [2.860, -6.386, -2.611], [4.414, 3.531, 1.265], [-5.391, -3.089, 2.052], [1.052, 0.579, -4.469], [1.498, -0.432, -3.071], [-0.142, -0.518, -3.734], [-1.819, 1.274, -3.112], [-4.547, -1.552, 3.662], [2.357, 1.768, -2.248], [3.749, -2.233, -1.992]], "spin_multiplicity": 3, "homo_lumo_gap_ev": [4.1, 6.5], "total_charge": -2}


# 11
{"formula": "C12H21BrCl2O4SSi", "method": "ωB97M-V/def2-TZVPD", "elements": ["Br", "Cl", "Cl", "S", "Si", "O", "O", "O", "O", "C", "C", "C", "C", "C", "C", "C", "C", "C", "C", "C", "C", "H", "H", "H", "H", "H", "H", "H", "H", "H", "H", "H", "H", "H", "H", "H", "H", "H", "H", "H", "H", "H"], "positions_angstrom": [[1.081, 0.728, 1.757], [1.690, 0.349, -2.632], [2.882, 3.100, 0.436], [2.909, -2.804, 1.261], [-3.415, 0.026, 0.165], [-1.850, -0.095, 0.763], [3.391, -1.791, 2.452], [2.750, -4.057, 1.922], [1.401, -2.265, 0.913], [2.079, 0.059, 0.208], [-3.491, 0.252, -1.719], [1.359, -1.300, -0.144], [2.360, 3.127, -2.267], [-0.117, -1.145, -0.581], [-4.578, -1.351, 0.777], [3.943, -0.561, 1.964], [-4.111, 1.637, 0.909], [2.381, 2.266, -1.013], [-1.218, -1.375, 0.480], [3.611, -0.178, 0.512], [2.070, 0.984, -1.016], [3.704, 0.298, 2.600], [-3.912, -0.618, -2.242], [-0.277, -1.847, -1.414], [4.072, -0.819, -0.250], [-0.296, -0.158, -1.019], [1.913, -1.732, -0.996], [-4.891, -1.048, 1.786], [-5.455, -1.431, 0.123], [-4.691, 2.221, 0.187], [-2.528, 0.553, -2.157], [-1.972, -2.045, 0.035], [-3.235, 2.253, 1.182], [-0.890, -1.766, 1.446], [4.080, 0.802, 0.347], [2.325, 4.172, -1.928], [-4.647, 1.454, 1.848], [-4.184, 1.084, -1.918], [1.459, 2.965, -2.862], [-4.039, -2.302, 0.878], [3.296, 3.017, -2.825], [5.041, -0.661, 2.034]], "spin_multiplicity": 1, "homo_lumo_gap_ev": 10.1}


# 12
{"formula": "C3H7NO", "method": "ωB97M-V/def2-TZVPD", "elements": ["O", "N", "C", "C", "C", "H", "H", "H", "H", "H", "H", "H"], "positions_angstrom": [[-2.031, 0.384, 0.007], [1.607, -0.566, -0.209], [0.327, -0.202, 0.464], [-0.933, -0.511, -0.286], [1.212, 0.860, -0.103], [0.343, -0.414, 1.510], [0.816, 1.366, -1.017], [2.429, -0.589, 0.448], [-2.241, 0.164, 0.909], [1.828, 1.449, 0.525], [-0.667, -0.406, -1.277], [-1.145, -1.562, -0.141]], "spin_multiplicity": 1, "smiles": "OC[C@@H]1CN1", "homo_lumo_gap_ev": 10.5}


Taking the records one at a time from the top gives relative energy (zero: lowest compared OMol25 entry of this formula, charge and spin) values of 27.7, 75.7, 114.8, 108.3, 25.6, 106.2, 29.3, 38.0, 0.0, 49.7, 0.0, 57.6 kcal per mole.